[1]
Entry from OMol25: C12H14O9S as an isolated structure at a distorted geometry (the ωB97M-V functional and the def2-TZVPD basis).

```
36
Properties=species:S:1:pos:R:3:nbo_charge:R:1
C 1.34838 -1.34467 -0.32090 -0.344
O 0.63380 -1.21387 -1.55309 -0.584
C 1.21834 -0.54678 -2.63016 -0.036
C 1.45482 0.94846 -2.46226 -0.451
C 0.25863 1.85223 -2.19157 -0.069
O -0.56838 1.26049 -1.19622 -0.703
S -2.17222 1.44251 -1.15466 1.741
O -2.39947 1.50706 0.26275 -0.879
O -2.69119 -0.06917 -1.52940 -0.706
C -2.41481 -0.58923 -2.82259 -0.180
C -1.89474 -1.99294 -2.65477 0.403
O -2.51716 -2.93759 -3.06381 -0.548
H 1.78118 -2.34935 -0.26245 0.130
H 0.63669 -1.20170 0.50608 0.324
H 2.14916 -0.60086 -0.23925 0.121
H 2.18110 -1.00391 -2.92112 0.155
H 0.53381 -0.71744 -3.47745 0.142
H 2.20048 1.13892 -1.68548 0.222
H 1.90411 1.27361 -3.41198 0.190
H -0.29384 2.13565 -3.09925 0.157
H 0.64771 2.78342 -1.76167 0.184
H -3.32345 -0.63800 -3.43148 0.182
H -1.67641 0.03416 -3.34443 0.179
H -0.93846 -2.09437 -2.13653 0.198
C -0.51365 0.93889 2.94233 -0.560
C 0.14864 -0.22966 2.49924 0.451
C 1.02505 -1.00567 3.54441 0.406
O 1.55652 -2.07308 3.17046 -0.716
C 1.17242 -0.44418 4.81769 -0.571
C 0.53204 0.73858 5.26066 0.417
C -0.42173 1.45975 4.24210 0.434
O -1.03788 2.46427 4.64920 -0.681
O 0.67721 1.23354 6.38971 -0.693
O 0.09621 -0.67311 1.33222 -0.699
H -1.12523 1.48499 2.22895 0.206
H 1.83227 -0.97097 5.50469 0.179
```

The charge is -2. Its HOMO-LUMO gap is 4.117 eV. The energy above the lowest of the compared OMol25 structures with the same formula, charge and spin comes out at 0.00 kJ/mol.


[2]
Entry from OMol25: C12H15AlBrN5O2SSbSe4 as an isolated structure at a distorted geometry (the ωB97M-V functional and the def2-TZVPD basis).

```
42
Properties=species:S:1:pos:R:3:nbo_charge:R:1
Al 0.52455 1.88691 -0.52527 1.674
C -2.43509 -2.60112 -0.08404 -0.403
N -1.40169 -1.95181 -0.88494 -0.464
C -0.14300 -2.68176 -0.92409 -0.431
C -1.25379 -0.58123 -0.66517 0.669
N -0.27673 -0.02712 -0.08430 -0.787
N -2.31155 0.16411 -1.13998 -0.616
C -2.36029 1.54752 -1.16750 0.687
N -3.49666 2.08017 -1.67033 -0.843
N -1.39908 2.27229 -0.71140 -0.940
H -2.69697 -3.55815 -0.53840 0.192
H -3.32687 -1.97935 -0.03299 0.207
H -2.09162 -2.78805 0.94311 0.178
H -0.32745 -3.65487 -1.38012 0.197
H 0.28578 -2.84238 0.07638 0.169
H 0.57331 -2.13487 -1.54261 0.264
H 0.42058 -0.68423 0.25177 0.397
H -2.89146 -0.31959 -1.79716 0.408
H -4.07659 1.47771 -2.22841 0.365
H -3.34107 3.01344 -2.09054 0.416
H -1.60424 3.26685 -0.80713 0.443
Se -2.58063 4.87642 -2.63911 -0.888
Sb -0.28400 4.05194 -3.32950 0.903
Se 1.19847 4.07061 -1.19221 -0.725
Se 0.27578 0.55572 -3.53354 -0.316
Se 0.71524 5.63925 -4.90198 -0.775
S 2.85416 0.00923 -1.89769 -0.274
C 1.37605 0.76341 -2.03483 -0.887
Br 0.16109 -0.52593 4.93518 0.043
C 1.47909 -0.82517 3.59346 -0.042
C 2.10663 -2.06383 3.66721 -0.267
C 3.04455 -2.42870 2.71224 -0.213
C 3.35558 -1.55413 1.68401 -0.238
C 2.73039 -0.32046 1.61719 -0.119
C 1.78461 0.07834 2.56293 -0.207
C 1.14663 1.45222 2.36348 0.812
O 0.71495 2.08120 3.30802 -0.616
O 1.15287 1.86098 1.13366 -0.882
H 1.84133 -2.74076 4.46912 0.213
H 3.52551 -3.39960 2.77564 0.202
H 4.07280 -1.83237 0.91830 0.224
H 2.95884 0.34712 0.79151 0.268
```

The charge is -2. Its spin multiplicity is 2. Its HOMO-LUMO gap (alpha / beta) is 4.580 / 5.033 eV. The energy above the lowest of the compared OMol25 structures with the same formula, charge and spin comes out at 33.10 kJ/mol.


[3]
Entry from OMol25: C12H15AuN3O6S as an isolated structure (the ωB97M-V functional and the def2-TZVPD basis).

```
38
Properties=species:S:1:pos:R:3:nbo_charge:R:1
Au -0.50787 1.02707 -2.13224 0.711
O -1.56793 -1.20042 -3.16331 -0.745
C -1.80475 -2.19712 -2.46419 0.650
O -1.21278 -2.56112 -1.39455 -0.793
H -2.65211 -2.85081 -2.76578 0.040
C -2.47044 -0.94654 4.11916 -0.623
C -2.23539 0.05332 3.01554 -0.025
C -0.94946 0.42833 2.64616 -0.215
C -0.73804 1.34903 1.62615 -0.219
C -1.82354 1.90075 0.96859 -0.252
C -3.11712 1.53836 1.32318 -0.190
C -3.31644 0.62038 2.33965 -0.226
S -1.57275 3.08724 -0.34263 2.390
O -0.14825 3.34257 -0.38059 -0.993
O -2.40486 4.21896 -0.00548 -0.986
O -2.09534 2.37566 -1.56114 -1.029
H -1.52734 -1.30231 4.53645 0.207
H -3.02754 -1.81181 3.74994 0.216
H -3.05391 -0.50269 4.93016 0.209
H -0.10000 -0.01454 3.15808 0.196
H 0.25868 1.64162 1.31915 0.240
H -3.95481 1.97699 0.79179 0.229
H -4.32651 0.32852 2.61214 0.200
C 4.12044 -1.74502 -0.77958 -0.401
N 3.29113 -0.81546 -1.49810 -0.421
C 3.79783 0.37030 -2.15130 -0.317
C 2.51248 0.98190 -2.72366 0.668
O 2.48110 1.93849 -3.45873 -0.575
N 1.45232 0.25049 -2.23265 -0.696
C 1.92824 -0.78284 -1.51458 0.659
N 1.18141 -1.65347 -0.87831 -0.785
H 5.07515 -1.83582 -1.29490 0.208
H 3.66308 -2.73467 -0.76219 0.204
H 4.31129 -1.43359 0.25389 0.190
H 4.52398 0.14574 -2.93167 0.212
H 4.23954 1.07707 -1.44199 0.211
H 0.11399 -1.85540 -1.09874 0.475
H 1.65654 -2.40918 -0.41376 0.377
```

The charge is -1. Its HOMO-LUMO gap is 7.345 eV. The energy above the lowest of the compared OMol25 structures with the same formula, charge and spin comes out at 36.05 kJ/mol.


[4]
Entry from OMol25: C12H15Cl6CoN3O2 as an isolated structure at a distorted geometry (the ωB97M-V functional and the def2-TZVPD basis).

```
39
Properties=species:S:1:pos:R:3:nbo_charge:R:1
Co -0.45230 0.24010 0.33170 1.407
Cl 3.66980 -0.11610 5.64340 0.025
C 3.04150 -0.09130 4.04480 -0.116
C 3.91410 -0.10590 2.95120 -0.111
Cl 5.60680 -0.14800 3.22850 0.027
C 3.41560 -0.08340 1.65520 -0.165
Cl 4.49440 -0.06870 0.31160 0.010
C 2.03020 -0.05900 1.41300 0.319
O 1.50410 -0.02390 0.23950 -0.855
C 1.12460 -0.06290 2.54760 0.224
O -0.13700 -0.05390 2.29210 -0.847
C 1.66890 -0.05340 3.84110 -0.136
Cl 0.59240 0.04950 5.18430 0.006
Cl -4.99190 -1.64570 0.09860 0.019
C -3.70780 -0.43520 0.05230 -0.397
Cl -2.13200 -1.18490 -0.28810 0.007
H -3.65180 0.04990 1.02570 0.244
H -3.93240 0.26790 -0.74720 0.233
C 0.89660 4.87010 1.37170 -0.412
N -0.01380 3.78550 1.07360 -0.401
C -0.32680 2.97170 2.22500 -0.412
C -0.21010 3.33260 -0.18120 0.672
N -0.65370 2.13100 -0.42190 -0.957
N 0.05380 4.23820 -1.20020 -0.455
C 0.35900 3.73550 -2.52410 -0.422
C -0.64870 5.50770 -1.21690 -0.407
H 1.67840 4.50000 2.03970 0.216
H 0.37110 5.68490 1.87690 0.199
H 1.35610 5.24140 0.45950 0.226
H -0.73610 3.60370 3.01270 0.206
H 0.57550 2.47840 2.59560 0.224
H -1.05740 2.20940 1.96100 0.223
H -0.85230 2.01670 -1.41260 0.370
H -0.54000 3.52280 -3.12060 0.176
H 0.97030 2.83650 -2.45380 0.230
H 0.93660 4.50060 -3.04620 0.218
H -0.98840 5.77610 -0.22130 0.220
H -1.52460 5.44980 -1.87390 0.189
H 0.00570 6.29580 -1.59540 0.206
```

Its spin multiplicity is 4. Its HOMO-LUMO gap (alpha / beta) is 6.234 / 6.160 eV. The energy above the lowest of the compared OMol25 structures with the same formula, charge and spin comes out at 47.72 kJ/mol.


[5]
Entry from OMol25: an isolated ion of composition C12H15ClN3O and charge +1 at a distorted geometry (the ωB97M-V functional and the def2-TZVPD basis).

```
32
Properties=species:S:1:pos:R:3:nbo_charge:R:1
C 4.34976 -0.64661 1.12687 -0.234
C 3.71009 -0.65790 0.10913 -0.029
C 2.86295 -0.54548 -1.12322 -0.487
C 1.43575 -1.16220 -0.99268 -0.410
C 0.76812 -1.02556 0.40157 -0.226
N 0.04316 0.25480 0.61674 -0.311
C 0.48302 1.55731 0.50589 0.426
O 1.77079 1.94320 0.11368 -0.429
C 1.61782 3.00781 -0.68059 0.502
N 1.40951 3.93496 -1.33469 -0.309
C -0.48426 2.48248 0.82876 -0.100
N -1.56441 1.65047 1.13171 -0.455
C -1.25402 0.37863 0.99343 0.451
C -2.30049 -0.71119 1.24933 -0.238
Cl -3.87037 -0.02237 1.83444 -0.003
C -2.64540 -1.55309 -0.03805 -0.407
C -2.75136 -0.62923 -1.30244 -0.623
H 5.14477 -0.51105 1.85328 0.261
H 3.38551 -1.12449 -1.91683 0.259
H 2.87163 0.49718 -1.49378 0.242
H 1.45208 -2.23218 -1.26129 0.247
H 0.80230 -0.66193 -1.75943 0.227
H -0.02199 -1.80269 0.44712 0.230
H 1.43370 -1.22223 1.26056 0.262
H -0.46371 3.57187 0.86282 0.288
H -2.43540 2.10312 1.38934 0.474
H -1.94461 -1.37646 2.05657 0.264
H -1.84674 -2.29154 -0.23941 0.213
H -3.61676 -2.05162 0.13650 0.253
H -1.78036 -0.14402 -1.52778 0.191
H -3.46896 0.18154 -1.05669 0.219
H -3.09211 -1.19156 -2.19087 0.250
```

The charge is +1. Its HOMO-LUMO gap is 10.068 eV.


[6]
Entry from OMol25: C12H15F2LaNO7 as an isolated structure at a distorted geometry (the ωB97M-V functional and the def2-TZVPD basis).

```
38
Properties=species:S:1:pos:R:3:mulliken_charge:R:1
C 0.23885 -0.95037 2.77667 -1.067
C 0.16205 -1.87436 1.56235 -1.692
C -0.68892 -1.35161 0.33786 0.227
N -2.19524 -1.40838 0.37157 0.470
C -2.66133 -2.00913 -0.88455 0.488
O -3.21792 -1.48558 -1.73644 -0.215
F -2.31681 -3.33217 -0.89475 -0.193
C -2.79809 -2.14773 1.42309 0.542
O -3.46301 -1.74322 2.24824 -0.126
F -2.53964 -3.70196 1.50035 -0.387
O -0.07494 -1.96761 -0.75385 -0.511
C 0.95124 -1.06269 -1.23843 0.301
O 1.56538 -1.25053 -2.19360 -0.298
O 1.02065 -0.08041 -0.33186 -0.075
C -0.31249 0.12939 0.12854 -0.864
C -1.07032 0.84296 -1.02156 -1.014
C -0.20478 1.97671 -1.60306 -1.077
C 0.35726 2.98540 -0.58252 -0.548
C 1.82593 3.30136 -0.81392 -0.810
O 2.58491 2.26361 -0.16564 -0.327
C 3.44523 1.55020 -0.89401 0.170
O 3.81367 0.46840 -0.51603 -0.504
H 0.94141 -0.17438 2.49587 0.356
H -0.72332 -0.54092 3.05008 0.380
H 0.69564 -1.45087 3.62183 0.423
H -0.10883 -2.91522 1.88564 1.233
H 1.18670 -1.95533 1.19163 0.789
H -0.42598 0.78374 0.97557 1.148
H -1.35051 0.14968 -1.80654 0.337
H -1.97746 1.28176 -0.61830 0.472
H 0.59477 1.52792 -2.18072 0.471
H -0.81736 2.51365 -2.31482 0.581
H -0.18552 3.91957 -0.65513 0.532
H 0.27902 2.65865 0.44793 0.180
H 2.11327 4.25066 -0.38383 0.420
H 2.02500 3.36251 -1.87884 0.439
H 3.79584 1.97322 -1.83800 0.454
La -0.46435 -4.53692 1.28921 2.298
```

The charge is +3. Its HOMO-LUMO gap is 2.501 eV.


| no. | E (eV) |
| --- | --- |
| 1 | -41928.3943 |
| 2 | -379638.2970 |
| 3 | -43973.6333 |
| 4 | -134014.2949 |
| 5 | -31717.4849 |
| 6 | -34767.9151 |